2 unconnected molecules or ions with the total composition C3H7BrFP. Source: the OMol25 dataset; level of theory: ωB97M-V/def2-TZVPD.

Each line ends with the natural charge from an NBO analysis.
Geometry (Å):
C  -1.734  0.699  -0.640  -0.6349
C  -0.781  1.361  0.286  -0.2070
C  0.447  1.612  -0.113  -0.2753
Br  1.868  2.271  0.992  0.0055
H  -2.408  -0.015  -0.105  0.2155
H  -1.115  0.134  -1.299  0.2128
H  -2.396  1.379  -1.150  0.2237
H  -1.238  1.602  1.276  0.2235
H  1.074  1.241  -0.998  0.2341
F  1.173  -1.600  1.340  -0.5865
P  1.657  -2.361  -0.082  0.7078
H  0.613  -3.258  -0.033  -0.0712
H  2.838  -3.064  0.527  -0.0480

Output
LUMO (eV): 0.4
Frontier orbital gap (Eh): 0.353
Maximum force (Eh/bohr): 0.0529
Energy above the lowest of the compared OMol25 structures with the same formula, charge and spin (kcal per mole): 6.7
SMILES string: C/C=C/Br.FP
HOMO energy (eV): -9.164